ORCA calculation (the ωB97M-V functional and the def2-TZVPD basis) on a molecular structure, C19H31ClKO4Sb in a non-equilibrium geometry.

Last column: Löwdin charge in e.
Element x y z (Å)
K -2.779 1.390 -0.062  1.037
C 3.486 0.792 2.030  -0.101
C 1.965 0.844 2.058  -0.633
C 1.370 -0.378 2.744  -0.105
C 1.459 2.121 2.715  -0.108
Sb 1.126 0.858 -0.033  1.765
C 1.559 2.747 -1.114  -0.628
C 1.202 2.547 -2.581  -0.102
C 3.035 3.084 -0.936  -0.108
C 0.665 3.812 -0.496  -0.092
C 1.576 -1.100 -1.039  -0.622
C 1.244 -0.910 -2.512  -0.103
C 0.651 -2.129 -0.410  -0.092
C 3.044 -1.445 -0.832  -0.106
H 3.868 0.793 3.056  0.094
H 3.911 1.656 1.515  0.064
H 3.850 -0.112 1.542  0.059
H 1.615 -0.350 3.811  0.094
H 1.775 -1.308 2.340  0.066
H 0.283 -0.393 2.651  0.084
H 1.692 2.098 3.785  0.094
H 0.377 2.213 2.612  0.078
H 1.931 3.011 2.293  0.069
H 1.898 1.874 -3.083  0.069
H 1.240 3.515 -3.091  0.095
H 0.193 2.150 -2.686  0.076
H 3.684 2.285 -1.303  0.079
H 3.279 3.274 0.111  0.064
H 3.271 3.990 -1.502  0.092
H -0.387 3.577 -0.664  0.080
H 0.877 4.772 -0.975  0.098
H 0.829 3.923 0.576  0.068
H 0.253 -0.474 -2.640  0.078
H 1.243 -1.887 -3.005  0.096
H 1.983 -0.283 -3.013  0.070
H -0.392 -1.831 -0.524  0.067
H 0.863 -2.284 0.648  0.067
H 0.783 -3.087 -0.925  0.098
H 3.707 -0.647 -1.176  0.079
H 3.283 -2.346 -1.406  0.094
H 3.264 -1.654 0.216  0.063
Cl -5.039 -6.198 0.396  0.636
C -4.936 -4.467 0.243  -0.679
C -6.095 -3.711 0.242  -0.106
C -6.008 -2.330 0.137  -0.015
C -4.771 -1.709 0.031  -0.131
C -3.621 -2.489 0.017  -0.019
C -3.692 -3.869 0.125  -0.107
C -4.640 -0.199 -0.052  -0.761
O -4.573 0.416 1.035  -0.127
O -4.505 0.309 -1.185  -0.121
H -7.056 -4.201 0.326  0.102
H -6.911 -1.734 0.135  0.123
H -2.656 -2.004 -0.088  0.102
H -2.799 -4.480 0.113  0.099
O -0.790 0.790 -0.821  -0.563
O -0.685 1.167 0.649  -0.574

- relative energy (zero: lowest compared OMol25 entry of this formula, charge and spin) (kJ/mol) = 95.4
- total charge = 0
- F_max (hartree/bohr) = 0.056
- spin multiplicity = 1
- E_tot (eV) = -63777.732
- HOMO-LUMO gap (eV) = 7.93
- highest occupied orbital energy (eV) = -7.86